C3H13N2Si | ωB97M-V/def2-TZVPD

Total charge   +1
Energy relative to the best compared isomer or geometry (same formula, charge and spin)   129.83 kcal per mole
Calculated total energy   -520.67027 a.u.
Strongest force on any atom   0.071 Eh/bohr

The geometry in XYZ format:
```
19
Properties=species:S:1:pos:R:3:nbo_charge:R:1
C 0.91 -1.78 0.84 -0.254
C 0.78 1.62 0.04 -0.462
C 1.56 -0.50 -1.05 -0.090
N 1.01 -1.51 -0.42 -0.377
N 1.89 0.66 -0.15 -0.551
Si -3.40 0.06 0.05 0.608
H 1.11 -1.22 1.71 0.196
H -3.04 1.45 -0.29 -0.165
H 0.86 -2.79 1.19 0.224
H 1.11 2.58 0.47 0.251
H 0.29 2.13 -0.95 0.256
H -0.02 1.03 0.51 0.241
H 1.20 0.01 -1.92 0.213
H 0.70 -2.28 -0.98 0.451
H 2.21 0.37 0.80 0.438
H 2.82 1.15 -0.58 0.462
H -2.95 -0.19 1.45 -0.151
H -2.24 -0.65 -0.45 -0.186
H -4.79 -0.13 -0.29 -0.105
```